# 1
The following is a quantum chemistry calculation of C15H19N2O4PdS as an isolated structure, from the OMol25 dataset.

The geometry in XYZ format:
```
42
Properties=species:S:1:pos:R:3:forces:R:3:nbo_charge:R:1
Pd -0.111 -0.038 0.062 -0.1 -0.3 -0.1 0.781
O -1.116 -1.897 3.310 0.0 0.0 0.0 -0.996
S -0.632 -0.846 2.451 0.0 0.1 0.0 2.538
O 0.458 -1.378 1.491 0.1 0.1 0.0 -0.979
O -0.126 0.343 3.126 -0.1 -0.2 0.2 -1.032
O -1.694 -0.422 1.424 0.1 0.2 0.1 -1.059
C -3.144 4.507 -3.118 0.0 0.0 0.0 -0.634
C -2.422 3.393 -2.416 0.0 0.0 0.0 0.030
C -2.746 3.023 -1.116 0.0 0.0 0.0 -0.257
C -2.040 2.015 -0.489 0.0 0.0 0.0 0.063
N -1.030 1.376 -1.093 0.0 0.0 0.0 -0.431
C -0.711 1.715 -2.344 0.0 0.0 0.0 0.064
C -1.384 2.706 -3.033 0.0 0.0 0.0 -0.261
H -4.136 4.663 -2.696 0.0 0.0 0.0 0.218
H -3.246 4.301 -4.183 0.0 0.0 0.0 0.218
H -2.586 5.441 -3.014 0.0 0.0 0.0 0.226
H -3.551 3.514 -0.584 0.0 0.0 0.0 0.217
H -2.262 1.677 0.518 0.0 0.0 0.0 0.261
H 0.117 1.174 -2.782 0.0 0.0 0.0 0.234
H -1.087 2.940 -4.048 0.0 0.0 0.0 0.215
C 1.802 4.131 -1.342 0.0 0.0 0.0 -0.418
N 2.604 3.619 -0.249 0.0 0.0 0.0 -0.440
C 2.546 4.523 0.883 0.0 0.0 0.0 -0.404
C 2.150 2.288 0.142 0.0 0.0 0.0 -0.272
C 2.420 1.216 -0.890 0.0 0.0 0.0 -0.007
C 3.554 1.301 -1.697 0.0 0.0 0.0 -0.245
C 3.867 0.294 -2.597 0.0 0.0 0.0 -0.254
C 3.051 -0.826 -2.676 0.0 0.0 0.0 -0.233
C 1.923 -0.916 -1.869 0.0 0.1 0.0 -0.271
C 1.570 0.104 -0.979 0.0 -0.1 -0.1 -0.189
H 2.197 5.092 -1.678 0.0 0.0 0.0 0.187
H 0.744 4.274 -1.050 0.0 0.0 0.0 0.156
H 1.830 3.434 -2.180 0.0 0.0 0.0 0.209
H 2.910 5.510 0.590 0.0 0.0 0.0 0.185
H 3.175 4.148 1.691 0.0 0.0 0.0 0.202
H 1.521 4.637 1.277 0.0 0.0 0.0 0.163
H 1.077 2.294 0.393 0.0 0.0 0.0 0.184
H 2.663 2.013 1.068 0.0 0.0 0.0 0.218
H 4.191 2.174 -1.606 0.0 0.0 0.0 0.212
H 4.749 0.376 -3.221 0.0 0.0 0.0 0.195
H 3.294 -1.631 -3.361 0.0 0.0 0.0 0.195
H 1.300 -1.802 -1.930 0.0 0.0 0.0 0.209
```
Positions in Å, forces in eV/Å.

Properties
orbital gap	0.2749	hartree
HOMO energy	-5.10	eV
energy above the lowest of the compared OMol25 structures with the same formula, charge and spin	0.000	eV
charge	-1
energy	-1519.6074	hartree



# 2
The following is a quantum chemistry calculation of one molecule with the formula C15H19N3 at a distorted geometry, from the OMol25 dataset.

The geometry in XYZ format:
```
37
Properties=species:S:1:pos:R:3:forces:R:3:nbo_charge:R:1
C -0.181 0.559 4.643 0.0 0.2 0.4 -0.635
C 0.300 0.034 3.353 0.0 -0.3 -2.3 0.109
C -0.143 0.289 2.054 0.1 -0.3 1.0 -0.118
N 0.602 -0.506 1.204 0.7 -0.2 1.0 -0.345
C 0.538 -0.678 -0.249 -0.2 -0.7 -0.5 -0.076
C 0.135 0.582 -0.948 0.5 1.1 -0.6 -0.388
C 0.974 1.670 -0.953 -0.6 -1.6 0.0 0.081
N 0.719 2.864 -1.518 -0.2 0.9 -0.8 -0.419
C 1.718 3.911 -1.468 0.4 0.0 0.3 -0.395
C -0.477 3.115 -2.298 -0.1 0.0 0.0 -0.406
C -0.353 -1.874 -0.661 0.1 0.7 -0.4 -0.036
C 0.256 -3.072 -1.038 -0.3 0.0 0.2 -0.204
C -0.523 -4.169 -1.418 0.0 0.2 0.1 -0.205
C -1.918 -4.064 -1.443 0.3 0.3 -0.2 -0.217
C -2.519 -2.832 -1.169 0.3 0.3 0.2 -0.223
C -1.734 -1.724 -0.805 -0.1 -0.6 0.2 -0.156
C 1.499 -1.179 2.001 -1.0 1.0 0.8 0.161
N 1.321 -0.861 3.285 0.9 -0.9 -0.8 -0.476
H -0.999 1.265 4.486 0.1 0.0 0.1 0.211
H -0.526 -0.269 5.275 0.0 0.2 -0.1 0.224
H 0.643 1.057 5.167 -0.2 0.0 0.0 0.221
H -0.907 0.980 1.754 -0.1 -0.1 -0.4 0.218
H 1.551 -0.983 -0.556 -0.1 0.2 0.2 0.205
H -0.796 0.540 -1.549 0.7 0.4 0.6 0.215
H 1.987 1.601 -0.511 -0.8 0.0 0.0 0.201
H 1.401 4.762 -2.074 0.1 -0.2 0.1 0.207
H 1.865 4.250 -0.436 0.0 0.1 -0.1 0.196
H 2.691 3.562 -1.836 -0.1 0.1 -0.1 0.193
H -0.409 4.126 -2.713 -0.1 -0.3 0.1 0.205
H -0.589 2.419 -3.142 0.1 0.0 0.2 0.198
H -1.381 3.053 -1.680 0.1 -0.1 0.0 0.199
H 1.350 -3.114 -1.036 -0.4 -0.2 0.0 0.209
H -0.026 -5.098 -1.691 -0.2 0.1 0.0 0.215
H -2.522 -4.916 -1.747 0.1 0.2 0.1 0.216
H -3.601 -2.717 -1.233 0.3 -0.1 0.0 0.214
H -2.192 -0.745 -0.626 0.1 -0.5 0.1 0.207
H 2.248 -1.841 1.575 -0.2 0.1 0.3 0.194
```
Positions in Å, forces in eV/Å.

Properties
orbital gap	0.3101	hartree
HOMO energy	-7.78	eV
energy above the lowest of the compared OMol25 structures with the same formula, charge and spin	1.304	eV
charge	0
SMILES	Cc1cn([C@H](/C=C/N(C)C)c2ccccc2)cn1
energy	-747.2097	hartree



# 3
The following is a quantum chemistry calculation of one molecule with the formula C15H19N3O5S at a distorted geometry, from the OMol25 dataset.

The geometry in XYZ format:
```
43
Properties=species:S:1:pos:R:3:forces:R:3:nbo_charge:R:1
C 0.864 5.213 1.860 -0.1 -0.3 -0.3 -0.643
C 0.024 4.268 1.002 -0.1 0.2 0.2 -0.076
O 0.758 3.583 0.001 0.0 0.0 -0.1 -0.539
C 1.750 2.688 0.442 0.2 -0.2 0.1 -0.053
C 1.221 1.457 1.204 -0.2 0.3 -0.3 -0.459
C 0.164 0.750 0.413 0.5 0.0 -0.2 -0.246
C 0.459 0.009 -0.702 -0.8 0.2 0.5 0.560
O 1.707 -0.205 -1.115 0.3 0.1 0.1 -0.656
N -0.500 -0.583 -1.457 -0.2 0.3 -0.1 -0.586
C -1.735 -0.443 -1.123 0.6 -0.1 -0.2 0.336
S -2.921 -1.245 -2.135 -0.5 -0.1 -0.2 0.254
C -1.788 -1.892 -3.403 0.0 0.4 0.2 -0.608
C -0.586 -2.625 -2.807 -0.4 -0.3 -0.3 0.717
O 0.531 -2.493 -3.254 0.4 -0.1 -0.2 -0.646
N -0.917 -3.506 -1.837 -0.2 -0.4 0.2 -0.619
C 0.080 -4.096 -0.969 0.3 0.1 0.0 -0.276
C 0.242 -3.295 0.287 -0.8 0.0 0.1 0.271
C -0.679 -2.804 1.168 0.4 -0.3 -0.4 -0.336
C 0.050 -2.073 2.137 0.6 0.0 0.0 -0.298
C 1.356 -2.177 1.772 -0.5 0.4 0.7 0.083
O 1.479 -2.907 0.653 0.3 -0.3 -0.4 -0.394
N -2.132 0.246 -0.044 -0.2 0.0 0.0 -0.595
C -1.209 0.891 0.815 0.1 -0.3 -0.4 0.644
O -1.636 1.470 1.793 -0.2 0.2 0.4 -0.636
H 1.514 4.662 2.536 0.1 0.0 0.1 0.200
H 0.202 5.835 2.456 -0.1 0.1 0.1 0.215
H 1.474 5.852 1.226 0.1 0.1 0.0 0.210
H -0.519 3.562 1.641 0.0 0.1 -0.1 0.188
H -0.708 4.847 0.432 0.0 -0.1 0.1 0.182
H 2.238 2.353 -0.476 0.1 0.0 0.1 0.193
H 2.495 3.198 1.067 0.0 0.0 -0.1 0.163
H 0.794 1.754 2.162 0.1 -0.1 0.1 0.234
H 2.066 0.790 1.376 0.1 0.0 0.1 0.224
H 1.676 -0.793 -1.888 -0.1 0.0 0.0 0.518
H -1.433 -1.061 -4.011 0.1 -0.2 0.0 0.260
H -2.384 -2.570 -4.015 0.0 0.0 0.0 0.253
H -1.861 -3.482 -1.479 0.1 0.1 -0.1 0.397
H -0.218 -5.125 -0.742 0.1 0.1 0.0 0.217
H 1.029 -4.105 -1.510 -0.1 -0.1 0.1 0.254
H -1.741 -2.947 1.141 -0.2 -0.1 -0.1 0.224
H -0.349 -1.544 2.977 0.0 0.2 0.2 0.236
H 2.256 -1.795 2.209 0.2 0.0 0.0 0.207
H -3.112 0.338 0.196 0.2 0.0 0.0 0.427
```
Positions in Å, forces in eV/Å.

Properties
orbital gap	0.3185	hartree
HOMO energy	-8.34	eV
energy above the lowest of the compared OMol25 structures with the same formula, charge and spin	0.823	eV
charge	0
SMILES	CCOCCc1c(O)nc(SCC(=O)NCc2ccco2)[nH]c1=O
energy	-1521.6730	hartree



# 4
The following is a quantum chemistry calculation of one molecule with the formula C15H19N5O3S at a distorted geometry, from the OMol25 dataset.

The geometry in XYZ format:
```
43
Properties=species:S:1:pos:R:3:forces:R:3:nbo_charge:R:1
C -4.809 -2.836 0.809 -0.2 0.0 0.1 -0.253
O -3.544 -2.676 0.211 0.3 0.0 -0.1 -0.482
C -3.065 -1.425 0.029 0.1 0.4 -0.2 0.345
C -3.741 -0.263 0.369 -0.2 -0.1 0.1 -0.383
C -3.171 0.989 0.126 0.2 -0.3 -0.1 0.419
O -3.930 2.053 0.492 -0.1 -0.3 0.0 -0.507
C -3.424 3.350 0.273 0.1 0.2 0.0 -0.254
C -1.914 1.084 -0.454 -0.1 0.3 0.0 -0.415
C -1.242 -0.095 -0.766 -1.0 -0.5 0.3 0.246
N 0.039 -0.030 -1.333 1.5 0.8 -0.2 -0.223
N 0.484 -0.921 -2.217 -1.1 -0.8 -0.2 -0.042
N 1.677 -0.616 -2.520 0.5 -0.6 -0.7 -0.067
N 2.085 0.454 -1.859 0.2 0.9 0.6 -0.303
C 1.074 0.829 -1.111 -0.5 0.1 0.1 0.147
S 1.115 2.151 0.032 0.1 0.0 0.0 0.271
C 1.017 1.160 1.574 -0.2 0.1 -0.2 -0.605
C 1.516 -0.259 1.338 -0.1 0.2 0.4 0.664
O 0.730 -1.192 1.356 -0.2 -0.2 0.1 -0.631
N 2.821 -0.415 1.092 0.2 -0.2 0.0 -0.429
C 3.839 0.617 0.992 0.2 0.5 -0.1 -0.224
C 5.132 -0.166 0.777 -0.1 0.0 0.0 -0.404
C 4.650 -1.398 0.015 0.0 0.0 0.1 -0.413
C 3.344 -1.723 0.726 -0.1 -0.4 -0.1 -0.213
C -1.795 -1.339 -0.548 0.0 0.1 0.0 -0.273
H -4.975 -3.911 0.859 0.0 0.1 0.0 0.203
H -4.829 -2.419 1.820 0.0 0.0 0.0 0.179
H -5.598 -2.375 0.208 0.0 0.0 0.0 0.178
H -4.717 -0.277 0.824 -0.1 -0.1 0.1 0.231
H -4.187 4.029 0.648 0.1 0.0 0.0 0.203
H -2.491 3.516 0.821 0.0 0.0 0.0 0.176
H -3.260 3.542 -0.791 0.0 0.0 0.0 0.179
H -1.462 2.036 -0.671 0.0 0.0 0.0 0.239
H 1.611 1.698 2.311 0.0 0.0 0.0 0.242
H -0.026 1.112 1.889 0.2 -0.1 0.0 0.251
H 3.865 1.230 1.897 0.0 0.0 -0.1 0.196
H 3.640 1.261 0.129 0.1 0.0 0.1 0.220
H 5.869 0.412 0.226 0.0 0.1 0.0 0.221
H 5.560 -0.462 1.736 0.0 0.0 0.0 0.200
H 5.356 -2.224 0.047 0.0 0.0 0.0 0.218
H 4.448 -1.137 -1.025 0.0 0.0 0.0 0.222
H 2.619 -2.248 0.101 0.1 0.0 0.1 0.229
H 3.510 -2.317 1.632 0.0 0.0 -0.1 0.193
H -1.253 -2.235 -0.797 0.1 -0.1 0.0 0.250
```
Positions in Å, forces in eV/Å.

Properties
orbital gap	0.3278	hartree
HOMO energy	-8.57	eV
energy above the lowest of the compared OMol25 structures with the same formula, charge and spin	2.874	eV
charge	0
SMILES	COc1cc(OC)cc(-n2nnnc2SCC(=O)N2CCCC2)c1
energy	-1480.6347	hartree